[1]
The molecule C5H6O, computed with the ωB97M-V functional and the def2-TZVPD basis.

The geometry in XYZ format:
```
12
Properties=species:S:1:pos:R:3:forces:R:3:mulliken_charge:R:1
C 0.642 -1.491 0.502 -0.02 -0.10 0.04 -1.0246
C 0.597 -0.165 -0.212 0.34 0.10 0.02 0.4831
O 1.533 0.597 -0.176 -0.33 -0.43 -0.28 -0.5079
C -0.716 0.254 -0.928 -0.06 -0.12 -0.16 -0.2105
C -1.134 1.343 -0.065 -0.10 0.24 0.29 -0.3983
C -1.007 2.202 0.780 0.27 -0.60 -0.86 -0.1270
H 1.337 -2.142 -0.040 -0.11 0.03 0.06 0.2844
H -0.333 -1.977 0.569 0.12 0.05 -0.01 0.3204
H 1.054 -1.331 1.502 -0.05 -0.05 -0.15 0.3034
H -1.452 -0.546 -1.000 0.13 -0.07 -0.03 0.3021
H -0.477 0.643 -1.923 -0.07 -0.15 0.07 0.2494
H -0.045 2.613 0.991 -0.12 1.09 1.01 0.3254
```
Forces are in eV/Å.

LUMO: 0.5 eV
HOMO level: -9.746 eV
Orbital gap: 10.275 eV
Structure (SMILES): C#CCC(C)=O
E: -7326.3772 eV
Total charge: 0


[2]
The molecule C5H6O, computed with the ωB97M-V functional and the def2-TZVPD basis.

The geometry in XYZ format:
```
12
Properties=species:S:1:pos:R:3:forces:R:3:mulliken_charge:R:1
C 1.408 1.546 0.287 0.02 -0.06 0.01 -0.9324
C 0.130 0.793 0.294 0.80 0.02 1.53 -0.0853
O -0.527 0.618 -0.801 -0.79 0.12 -1.38 -0.2938
C -1.408 -0.397 -0.939 0.17 -0.37 0.03 -0.6213
C -1.177 -1.578 -0.231 -0.03 -0.23 0.08 -0.3338
C -0.872 -2.595 0.362 -0.12 0.27 -0.26 0.2151
H 1.850 1.556 -0.713 -0.07 0.06 0.10 0.2950
H 2.101 1.027 0.960 -0.01 0.16 -0.11 0.2959
H 1.321 2.579 0.648 -0.05 -0.09 -0.08 0.2536
H -0.247 0.280 1.171 0.17 -0.02 -0.04 0.4418
H -2.032 -0.304 -1.812 0.05 -0.05 0.08 0.3712
H -0.548 -3.526 0.774 -0.13 0.19 0.02 0.3941
```
Forces are in eV/Å.

LUMO (alpha / beta): 0.1 / 1.0 eV
HOMO level (alpha / beta): -6.967 / -7.337 eV
Orbital gap (alpha / beta): 7.043 / 8.291 eV
E: -7324.5680 eV
Total charge: 0


[3]
A structure of composition C5H6O, computed with the ωB97M-V functional and the def2-TZVPD basis.

The geometry in XYZ format:
```
12
Properties=species:S:1:pos:R:3:forces:R:3:mulliken_charge:R:1
C -2.607 0.206 -0.494 1.22 0.21 1.15 0.0473
C -1.488 -0.071 -0.085 -2.77 0.46 -0.76 -0.8165
C 0.803 0.997 -0.226 -1.91 0.51 1.17 -0.4764
C 0.904 -1.047 -0.156 0.95 -1.24 -0.32 -0.4691
C -0.160 -0.153 0.427 1.42 1.50 1.35 0.2734
O 1.787 0.050 -0.582 0.05 -1.06 1.37 -0.3818
H -3.588 0.673 -0.594 0.75 -0.73 -0.29 0.3898
H 0.370 1.394 -1.172 0.02 0.17 0.91 0.3031
H 1.012 1.800 0.554 0.42 -0.88 -1.27 0.2802
H 1.288 -1.732 0.660 0.23 0.69 -1.32 0.2573
H 0.629 -1.588 -1.072 -0.08 -0.19 0.49 0.2964
H -0.116 -0.233 1.609 -0.31 0.56 -2.47 0.2963
```
Forces are in eV/Å.

LUMO: 0.9 eV
HOMO level: -9.718 eV
Orbital gap: 10.661 eV
E: -7325.7601 eV
Total charge: 0